# 1
{"formula": "C11H20N2O", "method": "wB97M-V/def2-TZVPD", "homo_ev": [-7.69, -6.33], "fmax_ev_per_a": 4.4, "e_lumo_ha": [0.0266, 0.0168], "multiplicity": 1, "e_above_lowest_kj_mol": 737.68, "gap_ev": [8.4, 6.8], "species": ["C", "C", "C", "C", "C", "C", "C", "C", "C", "C", "C", "N", "N", "O", "H", "H", "H", "H", "H", "H", "H", "H", "H", "H", "H", "H", "H", "H", "H", "H", "H", "H", "H", "H"], "xyz": [[0.535, 0.267, -0.618], [0.598, 0.596, 0.646], [-2.606, 0.634, 0.067], [1.852, 0.960, 1.378], [2.420, -0.571, -2.196], [1.621, 1.839, -2.133], [-1.640, -2.018, -1.014], [-3.083, -1.901, 1.088], [-0.885, 1.390, 2.487], [1.176, 0.411, -1.920], [-1.769, -1.504, 0.454], [-0.484, 0.444, 1.460], [-1.670, -0.016, 0.525], [-3.233, 1.565, -0.280], [1.988, 2.023, 1.659], [1.990, 0.278, 2.165], [2.702, 0.611, 0.720], [3.217, -0.395, -1.521], [2.657, -0.496, -3.327], [1.941, -1.571, -2.125], [2.537, 1.933, -1.600], [0.875, 2.578, -1.653], [1.826, 2.238, -3.199], [-2.680, -1.704, -1.429], [-1.601, -3.075, -1.085], [-0.673, -1.539, -1.458], [-2.959, -2.897, 1.440], [-3.937, -1.672, 0.484], [-3.280, -1.270, 1.983], [-0.769, 1.059, 3.442], [-0.411, 2.409, 2.486], [-1.948, 1.629, 2.447], [0.411, 0.242, -2.676], [-0.804, -1.898, 0.892]], "forces_ev_per_angstrom": [[0.3, 0.1, -0.4], [0.9, 0.6, -0.2], [-1.6, 0.0, -1.8], [1.8, 0.2, -2.1], [-3.5, -0.2, -2.6], [-1.0, 2.7, -0.6], [-1.1, 2.9, -0.1], [0.9, 1.0, 1.7], [-0.3, 2.4, -2.0], [1.3, -0.4, -0.9], [1.9, -0.5, -0.6], [-2.2, -0.4, 0.8], [2.1, -2.0, 1.7], [-0.6, 1.9, 0.2], [-0.2, -0.7, -0.1], [-0.2, -0.5, 1.7], [-0.6, 1.0, 0.4], [0.8, 0.0, 0.4], [0.2, 0.2, 2.0], [0.9, 0.2, 0.4], [0.9, 0.5, 0.5], [1.1, -1.1, -0.8], [-0.5, -1.2, 1.4], [2.1, -0.3, -0.4], [0.2, -1.0, 0.2], [-2.2, -0.8, 0.4], [-0.7, -1.1, 0.0], [-0.3, -0.5, -0.8], [0.4, -0.4, -0.3], [0.7, -1.5, 2.7], [0.0, -0.9, -0.6], [-0.2, -0.2, -0.5], [-0.1, -0.6, -0.2], [-1.4, 0.5, 0.5]]}


# 2
{"formula": "C11H20N2Si", "method": "wB97M-V/def2-TZVPD", "homo_ev": [-7.01, -7.01], "fmax_ev_per_a": 2.5, "e_lumo_ha": [0.0281, 0.0281], "multiplicity": 1, "e_above_lowest_kj_mol": 42.02, "gap_ev": [7.8, 7.8], "species": ["C", "C", "C", "C", "C", "C", "C", "C", "C", "C", "C", "N", "N", "Si", "H", "H", "H", "H", "H", "H", "H", "H", "H", "H", "H", "H", "H", "H", "H", "H", "H", "H", "H", "H"], "xyz": [[4.426, 0.257, 0.250], [3.841, 0.497, -0.982], [3.626, -0.032, 1.342], [2.465, 0.443, -1.120], [2.250, -0.076, 1.200], [1.648, 0.159, -0.034], [-0.240, 2.721, 0.652], [-2.116, 1.445, 1.421], [-2.282, -1.716, 0.013], [-0.070, -2.582, 0.237], [-0.875, 0.601, -3.132], [-0.802, 1.404, 0.834], [-0.891, -1.398, 0.229], [-0.232, 0.137, -0.185], [5.501, 0.301, 0.359], [4.457, 0.728, -1.839], [4.077, -0.220, 2.307], [2.011, 0.628, -2.081], [1.633, -0.294, 2.061], [-0.817, 3.313, -0.065], [-0.230, 3.251, 1.608], [0.779, 2.636, 0.284], [-2.446, 0.437, 1.660], [-2.085, 2.029, 2.345], [-2.850, 1.910, 0.751], [-2.856, -0.809, -0.135], [-2.407, -2.348, -0.876], [-2.683, -2.267, 0.875], [0.979, -2.313, 0.321], [-0.341, -3.215, 1.089], [-0.205, -3.166, -0.681], [-0.654, -0.345, -3.591], [-1.920, 0.857, -3.117], [-0.230, 1.408, -3.428]], "forces_ev_per_angstrom": [[0.0, 0.0, -0.1], [0.2, 0.0, -0.1], [0.1, 0.0, 0.2], [-0.1, 0.0, -0.1], [-0.1, 0.0, 0.2], [-0.5, -0.1, -0.3], [0.1, 0.2, -0.2], [-0.2, -0.1, 0.0], [-0.1, -0.1, 0.0], [0.2, -0.2, 0.0], [0.5, -0.3, 2.5], [0.1, -0.5, -0.3], [0.2, 0.7, -0.1], [0.0, 0.2, -1.5], [0.1, 0.0, 0.0], [0.1, 0.0, 0.0], [0.0, 0.0, 0.0], [-0.1, 0.0, -0.2], [-0.1, 0.0, 0.1], [0.0, 0.1, 0.0], [0.1, 0.0, 0.0], [0.1, 0.1, 0.0], [-0.1, 0.0, 0.1], [0.0, 0.0, 0.0], [-0.1, 0.0, 0.0], [-0.2, 0.1, 0.0], [0.0, 0.1, 0.0], [0.0, 0.1, -0.1], [0.1, -0.1, 0.0], [0.1, 0.0, 0.0], [0.0, 0.0, 0.0], [0.1, -0.3, -0.1], [-0.3, 0.1, 0.0], [0.2, 0.2, -0.1]]}


# 3
{"formula": "C11H20O", "method": "wB97M-V/def2-TZVPD", "homo_ev": -9.29, "fmax_ev_per_a": 3.9, "e_lumo_ha": 0.0247, "multiplicity": 1, "e_above_lowest_kj_mol": 328.93, "gap_ev": 10.0, "species": ["C", "C", "C", "C", "C", "C", "C", "C", "C", "C", "C", "O", "H", "H", "H", "H", "H", "H", "H", "H", "H", "H", "H", "H", "H", "H", "H", "H", "H", "H", "H", "H"], "xyz": [[-2.387, 1.545, 1.945], [-1.635, 0.913, 1.260], [1.384, 0.229, 2.213], [1.180, 1.785, 0.301], [2.333, -0.421, 0.007], [-0.973, 0.779, -1.775], [-2.209, -1.134, -0.812], [-0.028, -1.535, -1.912], [-0.142, -0.420, 0.352], [1.160, 0.308, 0.690], [-0.805, -0.544, -1.030], [-0.316, -1.589, 1.018], [-3.090, 2.132, 2.468], [2.186, 0.904, 2.497], [1.686, -0.772, 2.527], [0.482, 0.530, 2.744], [2.119, 2.230, 0.627], [1.105, 1.927, -0.771], [0.356, 2.306, 0.783], [2.221, -1.500, 0.090], [3.268, -0.136, 0.488], [2.403, -0.155, -1.044], [-1.363, 1.539, -1.105], [-0.041, 1.122, -2.216], [-1.684, 0.640, -2.587], [-2.786, -0.477, -0.165], [-2.147, -2.113, -0.346], [-2.725, -1.234, -1.763], [-0.634, -1.781, -2.782], [0.909, -1.114, -2.265], [0.174, -2.449, -1.363], [-0.001, -1.514, 1.924]], "forces_ev_per_angstrom": [[-0.7, 0.6, 0.4], [2.9, -2.2, -1.4], [-0.2, 0.0, -0.2], [-0.1, -0.1, 0.0], [-0.2, 0.0, -0.1], [0.2, 0.0, 0.2], [0.1, 0.0, 0.1], [0.1, 0.1, 0.2], [-2.2, 1.1, 1.0], [0.2, 0.2, 0.3], [-0.3, -0.1, -0.1], [0.1, 0.4, -0.4], [-0.2, 0.2, 0.3], [0.1, 0.0, 0.0], [0.0, -0.1, 0.1], [-0.1, 0.1, 0.1], [0.1, 0.0, 0.0], [0.0, 0.0, -0.1], [0.0, 0.1, 0.0], [0.1, -0.1, 0.0], [0.0, 0.1, 0.0], [0.0, 0.0, -0.1], [0.0, 0.1, 0.0], [0.1, 0.1, -0.1], [0.0, -0.1, -0.1], [-0.1, 0.0, 0.0], [-0.1, -0.1, 0.0], [0.0, 0.0, -0.2], [0.0, 0.0, 0.0], [0.1, 0.0, -0.1], [0.1, -0.2, 0.0], [0.1, 0.1, 0.1]]}


# 4
{"formula": "C11H21BClGaNO2", "method": "wB97M-V/def2-TZVPD", "homo_ev": -5.01, "total_charge": -1, "fmax_ev_per_a": 0.8, "e_lumo_ha": 0.1084, "multiplicity": 1, "gap_ev": 8.0, "species": ["O", "B", "O", "Ga", "Cl", "C", "C", "C", "C", "N", "C", "H", "H", "H", "H", "H", "H", "H", "C", "C", "C", "C", "C", "C", "H", "H", "H", "H", "H", "H", "H", "H", "H", "H", "H", "H", "H", "H"], "xyz": [[3.774, -0.497, -1.665], [3.257, -1.672, -2.169], [4.104, -2.766, -2.002], [1.409, -1.802, -3.174], [1.563, -3.697, -4.483], [-0.196, -2.115, -1.966], [-1.377, -1.392, -2.158], [-2.455, -1.642, -1.316], [-2.352, -2.571, -0.295], [-1.240, -3.279, -0.084], [-0.228, -3.042, -0.919], [4.653, -0.690, -1.312], [3.609, -3.587, -1.989], [1.122, -0.561, -4.144], [-1.454, -0.667, -2.956], [-3.389, -1.109, -1.453], [-3.197, -2.752, 0.354], [0.662, -3.638, -0.751], [-1.301, 3.583, 3.124], [-0.388, 3.437, 1.910], [-0.964, 2.536, 0.819], [-1.204, 1.086, 1.238], [0.031, 0.353, 1.757], [1.142, 0.233, 0.718], [-1.464, 2.626, 3.621], [-0.865, 4.264, 3.857], [-2.275, 3.984, 2.831], [0.588, 3.062, 2.230], [-0.209, 4.428, 1.483], [-0.295, 2.558, -0.045], [-1.913, 2.961, 0.474], [-1.602, 0.538, 0.379], [-1.987, 1.051, 2.004], [-0.271, -0.651, 2.065], [0.417, 0.846, 2.656], [0.784, -0.286, -0.172], [1.982, -0.338, 1.116], [1.526, 1.208, 0.413]], "forces_ev_per_angstrom": [[0.1, 0.0, -0.2], [0.0, -0.3, 0.1], [0.1, 0.2, 0.5], [-0.1, 0.2, 0.1], [0.0, 0.0, 0.1], [-0.2, 0.2, -0.4], [0.2, -0.6, 0.5], [-0.4, 0.3, -0.1], [0.3, 0.1, -0.3], [-0.2, 0.0, 0.0], [0.3, 0.1, -0.1], [0.0, 0.1, 0.1], [0.0, -0.1, -0.5], [-0.2, -0.1, 0.0], [0.0, 0.1, -0.1], [-0.1, 0.0, 0.0], [0.0, -0.1, 0.2], [0.0, -0.1, 0.1], [0.1, 0.0, 0.0], [-0.1, 0.1, 0.0], [0.0, 0.0, -0.1], [-0.1, 0.0, 0.1], [0.0, -0.1, -0.1], [0.0, 0.0, 0.1], [0.0, 0.0, 0.0], [0.0, 0.0, 0.0], [0.0, 0.0, 0.0], [0.0, 0.0, 0.0], [0.0, 0.0, 0.0], [0.0, 0.0, 0.0], [0.0, 0.0, 0.0], [0.0, 0.0, 0.0], [0.0, 0.0, 0.0], [0.0, 0.0, 0.0], [0.0, 0.0, 0.0], [0.0, 0.0, 0.0], [0.0, 0.0, -0.1], [0.0, 0.0, 0.0]]}


# 5
{"formula": "C11H21BrN2O5", "method": "wB97M-V/def2-TZVPD", "homo_ev": -9.60, "fmax_ev_per_a": 5.3, "e_lumo_ha": 0.0048, "multiplicity": 1, "gap_ev": 9.7, "species": ["C", "C", "C", "N", "C", "O", "C", "N", "O", "C", "C", "O", "C", "O", "Br", "H", "H", "H", "H", "H", "H", "H", "H", "H", "H", "H", "H", "H", "C", "C", "C", "O", "H", "H", "H", "H", "H", "H", "H", "H"], "xyz": [[3.148, 0.213, 1.911], [3.952, 0.038, 0.541], [5.141, 1.103, 0.269], [3.724, -0.852, -0.410], [3.569, -2.236, 0.102], [4.657, -3.016, -0.510], [4.517, -3.034, -1.909], [4.484, -2.860, -3.096], [2.348, -2.786, -0.430], [1.177, -2.089, 0.047], [0.601, -1.000, -1.002], [-0.723, -0.513, -0.634], [-0.885, 0.879, -0.975], [-0.232, 1.766, -0.036], [-0.344, 1.281, -2.879], [2.241, 0.904, 1.788], [2.841, -0.791, 2.393], [3.884, 0.685, 2.668], [5.408, 1.687, 1.217], [4.679, 1.879, -0.459], [6.035, 0.645, -0.268], [3.706, -2.360, 1.226], [1.296, -1.645, 1.090], [0.344, -2.888, 0.138], [1.307, -0.087, -0.911], [0.652, -1.351, -2.092], [-2.010, 1.127, -0.920], [0.624, 2.073, -0.422], [-6.512, 0.829, -0.504], [-5.170, 0.666, 0.190], [-5.137, 1.415, 1.513], [-4.134, 1.157, -0.659], [-6.711, 1.882, -0.729], [-6.518, 0.295, -1.459], [-7.327, 0.445, 0.116], [-4.972, -0.395, 0.364], [-5.287, 2.488, 1.358], [-4.162, 1.299, 1.996], [-5.910, 1.049, 2.194], [-4.299, 2.096, -0.819]], "forces_ev_per_angstrom": [[1.5, -0.5, 0.7], [0.5, 0.1, -0.9], [-2.0, 0.9, -0.5], [2.0, 0.2, 3.7], [-1.7, 0.7, -1.6], [-1.5, 0.2, -3.0], [0.4, 1.6, -1.4], [0.1, -1.2, 5.2], [0.5, 0.8, 1.4], [-2.5, -0.5, -0.3], [2.1, 1.0, 0.5], [1.0, 1.3, -1.1], [-1.4, -0.2, 1.4], [0.5, -0.8, -1.9], [-0.2, -0.1, 0.9], [1.3, -1.1, 0.0], [0.2, 1.6, -1.0], [-1.4, -0.6, -1.2], [-0.3, -1.1, -1.4], [0.9, -1.1, 1.1], [-1.4, 0.4, 0.9], [-0.2, -0.1, -1.5], [0.0, -0.4, -1.5], [1.4, 1.1, -0.1], [-0.9, -1.6, -0.4], [-0.2, 0.2, 1.7], [2.0, -0.8, -0.1], [-1.0, -0.4, 0.4], [-0.1, -0.2, -0.2], [-0.3, 0.6, 0.1], [0.2, -0.1, 0.2], [0.2, -0.1, -0.1], [0.0, 0.0, 0.2], [0.0, 0.0, 0.1], [0.0, 0.1, -0.1], [0.2, 0.1, -0.2], [-0.1, -0.1, -0.1], [-0.1, -0.1, 0.0], [0.0, 0.1, 0.0], [0.0, -0.2, 0.0]]}


# 6
{"formula": "C11H21ClNO2", "method": "wB97M-V/def2-TZVPD", "homo_ev": -13.37, "total_charge": 1, "fmax_ev_per_a": 0.4, "e_lumo_ha": -0.1136, "multiplicity": 1, "e_above_lowest_kj_mol": 0.00, "gap_ev": 10.3, "species": ["C", "C", "C", "Cl", "C", "C", "C", "N", "C", "H", "H", "H", "H", "H", "H", "H", "H", "H", "H", "H", "H", "H", "H", "H", "O", "C", "O", "C", "C", "C", "H", "H", "H", "H", "H", "H"], "xyz": [[4.973, 0.614, 1.389], [3.620, 0.690, 0.697], [2.502, 1.337, 1.506], [3.032, 2.797, 2.384], [1.301, 1.760, 0.650], [0.772, 0.674, -0.291], [0.071, -0.291, 0.640], [-0.525, 0.638, 1.708], [0.057, 2.031, 1.478], [5.386, 1.604, 1.557], [5.670, 0.073, 0.752], [4.914, 0.083, 2.338], [3.726, 1.234, -0.244], [3.296, -0.326, 0.462], [2.179, 0.650, 2.293], [1.602, 2.649, 0.100], [0.047, 1.145, -0.959], [1.504, 0.185, -0.926], [0.796, -0.915, 1.154], [-0.714, -0.881, 0.189], [-1.540, 0.634, 1.657], [-0.283, 0.312, 2.639], [0.197, 2.543, 2.422], [-0.659, 2.560, 0.855], [-1.839, -2.957, -0.349], [-2.554, -2.379, -1.112], [-2.199, -1.155, -1.594], [-3.276, -0.595, -2.382], [-4.099, -1.800, -2.829], [-3.909, -2.767, -1.659], [-3.847, 0.087, -1.748], [-2.837, -0.037, -3.204], [-5.136, -1.547, -3.034], [-3.668, -2.224, -3.735], [-4.646, -2.611, -0.869], [-3.914, -3.817, -1.936]], "forces_ev_per_angstrom": [[0.0, -0.1, -0.1], [0.1, 0.2, 0.0], [-0.2, -0.2, 0.0], [0.1, 0.2, 0.1], [0.3, -0.2, -0.1], [-0.2, 0.2, -0.2], [0.2, 0.2, 0.2], [0.2, 0.0, 0.0], [-0.2, 0.0, -0.3], [0.0, 0.1, 0.1], [0.0, 0.0, 0.0], [0.0, 0.0, 0.1], [0.0, 0.0, -0.1], [-0.1, 0.0, -0.1], [0.1, 0.0, 0.0], [-0.1, 0.1, -0.1], [0.0, -0.1, -0.1], [0.2, 0.0, 0.1], [-0.1, -0.2, 0.0], [0.0, -0.2, 0.0], [-0.1, 0.1, 0.0], [0.0, -0.1, 0.1], [0.1, 0.0, 0.1], [-0.1, 0.1, 0.2], [0.1, -0.1, 0.1], [0.0, 0.1, 0.0], [-0.2, 0.2, 0.0], [0.0, -0.1, -0.1], [0.1, -0.1, 0.1], [0.1, 0.1, -0.2], [0.0, 0.0, 0.0], [0.0, 0.0, 0.0], [0.0, 0.0, 0.0], [0.0, 0.0, 0.0], [0.0, 0.0, 0.0], [0.0, 0.0, 0.1]]}